1.
A single C6H8 molecule. Source: OMol25; level of theory: ωB97M-V with the def2-TZVPD basis set.

Output
- Multiplicity: 3
- Gap between HOMO and LUMO (spin up / spin down): 5.0 / 8.6 eV
- ΔE to the lowest compared entry with this formula, charge and spin: 455.2 kJ/mol
- Calculated total energy: -6342.2547 eV

Geometry (Å):
1 C 1.10945 0.07579 0.05257
2 C 2.32521 -0.38699 0.29531
3 C -0.58712 1.45706 0.44484
4 C 0.44642 1.19467 -0.59328
5 C -0.30599 0.03836 0.01630
6 C -1.25439 -1.06259 0.04345
7 H 2.23429 -1.42587 0.84426
8 H 3.37600 -0.07564 0.15942
9 H -0.10119 1.60833 1.35014
10 H -1.56836 1.85590 0.36904
11 H 0.51160 1.90284 -1.72085
12 H -2.31076 -0.86382 0.19611
13 H -1.02763 -1.72444 0.84185
14 H -1.36060 -1.81063 -0.74562


2.
2 unconnected molecules or ions with the total composition C4H15N2O. Source: OMol25; level of theory: ωB97M-V with the def2-TZVPD basis set.

Output
- Net charge: +1
- Multiplicity: 1
- Gap between HOMO and LUMO: 9.4 eV
- ΔE to the lowest compared entry with this formula, charge and spin: 112.3 kJ/mol
- Calculated total energy: -9412.4984 eV

Geometry (Å):
1 N -1.28747 -0.94915 -1.60150
2 C -1.48125 0.53477 -1.33856
3 C -0.37971 0.97121 -0.37868
4 N -0.43825 0.16663 0.80949
5 C 0.83634 0.02724 1.55400
6 C 1.27702 1.33373 2.26653
7 H -1.05148 -1.11820 -2.56282
8 H -2.14583 -1.39951 -1.29736
9 H -0.56114 -1.26038 -0.92334
10 H -1.44328 1.08943 -2.26682
11 H -2.43685 0.67969 -0.84083
12 H -0.48441 2.03383 -0.20367
13 H 0.56206 0.83980 -0.89245
14 H -1.21670 0.40316 1.40015
15 H 1.56959 -0.32912 0.83740
16 H 0.61465 -0.75629 2.26510
17 H 2.26276 1.63290 1.93651
18 H 0.57263 2.15169 2.14526
19 H 1.24830 1.06590 3.31556
20 H 1.39800 -1.86274 -2.02395
21 H 1.41908 -3.08912 -1.05686
22 O 1.16591 -2.16548 -1.14314


3.
11 unconnected molecules or ions with the total composition C32H92N6O14. Source: OMol25; level of theory: ωB97M-V with the def2-TZVPD basis set.

Output
- Multiplicity: 1
- Gap between HOMO and LUMO: 9.2 eV
- ΔE to the lowest compared entry with this formula, charge and spin: 0.0 kJ/mol
- Calculated total energy: -72275.2828 eV

Geometry (Å):
1 C 6.47318 0.22380 -0.08680
2 C 5.14223 -0.25007 0.46384
3 O 4.08446 -0.13030 -0.45699
4 O 6.58781 1.66913 -0.16092
5 H 6.63971 -0.20027 -1.07912
6 H 7.31987 0.09061 0.58923
7 H 4.81616 0.12369 1.43715
8 H 5.43428 -1.28527 0.69431
9 H 3.66592 0.73890 -0.29464
10 H 6.06412 1.97125 -0.91272
11 C -4.83085 1.49238 1.19264
12 C -5.38633 2.34518 2.32310
13 O -6.70503 2.79347 2.12314
14 O -5.23018 0.12562 1.29683
15 H -3.74004 1.55084 1.29995
16 H -5.05466 1.85388 0.18606
17 H -4.81359 3.27665 2.24038
18 H -5.15995 1.89519 3.29330
19 H -7.26169 2.03014 1.92697
20 H -4.59322 -0.40936 0.78922
21 C -0.35398 0.15343 0.73500
22 C 0.05650 -0.81921 -0.38442
23 O -0.87663 -0.88201 -1.43693
24 O -0.06862 1.48248 0.31989
25 H 0.20498 -0.06370 1.65034
26 H -1.40752 -0.00905 0.98114
27 H 0.22351 -1.74543 0.18290
28 H 1.05367 -0.50317 -0.70576
29 H -0.33081 -1.23779 -2.17583
30 H -0.80613 2.06047 0.56655
31 C -4.37869 -0.49402 -1.63805
32 O -3.56900 -1.01981 -0.62068
33 H -5.44518 -0.61224 -1.41626
34 H -4.22063 0.58324 -1.74827
35 H -4.32471 -1.13382 -2.52849
36 H -2.63807 -0.92777 -0.87892
37 C 2.72266 -1.93282 2.33996
38 O 3.51100 -2.88239 3.05407
39 H 1.76743 -2.40422 2.10165
40 H 2.71858 -1.03604 2.96994
41 H 3.23804 -1.64298 1.42624
42 H 2.96506 -3.26265 3.74550
43 C -1.73593 -2.42427 6.36788
44 C -0.68371 -2.16136 5.29939
45 C -0.74863 -0.70648 4.84219
46 O -1.73701 -0.51178 3.84853
47 C -2.67431 0.51528 4.09293
48 N 0.71631 -2.40718 5.74885
49 H -1.32896 -2.12673 7.33959
50 H -2.09357 -3.44691 6.49223
51 H -2.62207 -1.81115 6.18921
52 H -0.89636 -2.80455 4.44290
53 H 0.21195 -0.34443 4.47025
54 H -1.02789 -0.11271 5.72281
55 H -2.05032 1.41206 4.23310
56 H -3.37117 0.29706 4.90084
57 H -3.10791 0.79214 3.13321
58 H 0.80635 -3.42431 5.74742
59 H 0.73468 -2.25375 6.75734
60 C 0.28281 3.60327 -4.92026
61 C 1.04693 2.26993 -4.93372
62 C 2.51933 2.38358 -4.64585
63 O 3.08564 1.07840 -4.67534
64 C 4.42202 1.05787 -4.17370
65 N 0.39869 1.38788 -3.92240
66 H 0.77828 4.42577 -5.43456
67 H -0.13385 3.86583 -3.94925
68 H -0.60345 3.38544 -5.52283
69 H 0.84247 1.74953 -5.87178
70 H 2.62354 2.72297 -3.60773
71 H 2.99250 3.05314 -5.37062
72 H 4.90143 0.09758 -4.32315
73 H 4.34583 1.47354 -3.16493
74 H 5.01555 1.79322 -4.73397
75 H 0.53907 1.71890 -2.97229
76 H 0.90176 0.50981 -4.01233
77 C -2.04344 -2.57725 -5.95098
78 C -1.39507 -1.89099 -4.75234
79 C 0.05715 -2.34832 -4.66245
80 O 0.60870 -1.84930 -3.44741
81 C 1.98637 -2.05534 -3.26684
82 N -1.68404 -0.44448 -4.75511
83 H -1.38320 -2.48550 -6.82192
84 H -2.99720 -2.10184 -6.15675
85 H -2.09191 -3.66620 -5.87307
86 H -1.84871 -2.27976 -3.83530
87 H 0.71069 -1.98146 -5.46130
88 H 0.04688 -3.44198 -4.71293
89 H 2.61674 -1.40496 -3.87717
90 H 2.20972 -3.07624 -3.60377
91 H 2.30221 -1.92634 -2.23278
92 H -2.09782 -0.23837 -3.85192
93 H -0.92172 0.25317 -4.76050
94 C 2.74042 2.40657 2.36021
95 C 3.07264 3.32738 1.15493
96 C 4.49797 3.83518 1.33179
97 O 4.52832 4.68892 2.47063
98 C 5.47879 4.31321 3.45324
99 N 2.84909 2.55232 -0.06548
100 H 3.47643 1.60511 2.47000
101 H 1.76055 1.94421 2.25100
102 H 2.80882 2.96784 3.29106
103 H 2.34579 4.14403 1.15310
104 H 4.91763 4.44153 0.52039
105 H 5.21514 3.01977 1.45651
106 H 6.45857 4.38930 2.96463
107 H 5.35037 3.27245 3.76040
108 H 5.50606 4.99024 4.30213
109 H 3.03385 3.08290 -0.91397
110 H 1.83884 2.42286 -0.09168
111 C -3.09181 -9.05740 -0.42336
112 C -2.96061 -7.98359 -1.52901
113 C -2.42983 -6.63418 -1.02096
114 O -2.07102 -5.83745 -2.13209
115 C -1.31719 -4.72833 -1.71158
116 N -2.04882 -8.63585 -2.48186
117 H -3.43132 -9.93770 -0.97331
118 H -3.95665 -8.94470 0.24050
119 H -2.22655 -9.26846 0.20144
120 H -3.93987 -7.90263 -2.00188
121 H -1.54232 -6.77067 -0.38988
122 H -3.19084 -6.17592 -0.37881
123 H -0.35897 -4.98480 -1.23710
124 H -1.69773 -4.09041 -0.90324
125 H -1.08638 -4.05328 -2.53278
126 H -1.25839 -8.97070 -1.93169
127 H -1.57381 -7.93210 -3.04863
128 C -1.39146 5.83755 3.87625
129 C -1.27911 4.68129 2.89243
130 C -2.08568 4.94947 1.62248
131 O -1.80633 3.86211 0.72529
132 C -2.64881 3.91268 -0.40822
133 N 0.14151 4.46431 2.62153
134 H -2.41596 6.19131 4.01926
135 H -0.88138 6.72788 3.49708
136 H -0.93999 5.57438 4.83026
137 H -1.58693 3.73497 3.34792
138 H -1.66352 5.82901 1.12213
139 H -3.15540 4.97319 1.83851
140 H -3.73038 4.00782 -0.29128
141 H -2.50506 2.98992 -0.97778
142 H -2.31309 4.68172 -1.11280
143 H 0.52668 5.24411 2.08805
144 H 0.11877 3.72424 1.91830


4.
2 unconnected molecules or ions with the total composition C16H18Cl2F5NO6P. Source: OMol25; level of theory: ωB97M-V with the def2-TZVPD basis set.

Output
- Net charge: +1
- Multiplicity: 1
- Gap between HOMO and LUMO: 7.6 eV
- Calculated total energy: -78563.7400 eV

Geometry (Å):
1 C 1.15626 -4.26830 -0.33279
2 C 1.05446 -2.94652 -0.25527
3 N 0.38347 -1.60858 -0.32251
4 C -0.46187 -1.20599 0.83586
5 O -0.57967 -2.16285 1.87924
6 C -1.19633 0.17109 0.94177
7 C -2.08535 0.73737 2.12661
8 F -3.40569 1.03778 1.56533
9 F -1.42967 1.95838 2.60472
10 C -2.33359 -0.17625 3.41060
11 F -3.05093 -1.39963 3.18396
12 F -1.05481 -0.37077 4.10219
13 C -1.01649 1.13977 -0.33455
14 C -1.71046 2.58327 -0.48173
15 C -2.98967 2.43347 -1.51058
16 F -3.31592 1.05101 -1.78838
17 C -0.09220 0.67838 -1.56905
18 C 0.12843 1.66975 -2.82690
19 P 1.53049 2.94087 -2.44325
20 O 2.69491 2.69746 -3.43450
21 O 0.88424 4.53186 -2.67994
22 O 1.99157 2.68370 -0.80188
23 C 0.57262 -0.74956 -1.49028
24 C 1.48271 -1.19376 -2.77395
25 C 2.94006 -0.50469 -2.52016
26 O 3.63280 -1.41339 -1.57132
27 C 3.96431 -0.71966 -0.35667
28 O 4.00241 -1.40019 0.73375
29 H 1.40232 -5.39074 -0.49735
30 H 0.17874 -2.10815 2.51542
31 H -2.97791 0.44439 4.16054
32 H -0.91221 3.32019 -0.90279
33 H -2.14855 3.01627 0.48700
34 H -2.71646 3.00438 -2.49274
35 H -3.88984 3.03169 -1.06970
36 H 0.46549 1.14260 -3.79076
37 H -0.78999 2.30814 -3.09126
38 H 1.32827 5.06439 -1.95545
39 H 1.31621 3.12832 -0.22921
40 H 0.99896 -0.90264 -3.77648
41 H 1.65274 -2.34049 -2.81562
42 H 2.86380 0.51243 -1.96089
43 H 3.56421 -0.44070 -3.48767
44 H 4.18385 0.40904 -0.26843
45 C -1.21305 -3.97019 5.06351
46 Cl -2.60936 -4.82365 5.72917
47 Cl -0.07731 -5.09547 4.30722
48 H -1.55801 -3.25742 4.31398
49 H -0.70389 -3.44099 5.86925


5.
5 unconnected molecules or ions with the total composition C33H36ClNO3. Source: OMol25; level of theory: ωB97M-V with the def2-TZVPD basis set.

Output
- Multiplicity: 1
- Gap between HOMO and LUMO: 8.9 eV
- Calculated total energy: -54958.9509 eV

Geometry (Å):
1 C -2.67864 2.38295 0.46652
2 C -3.97861 1.52288 0.52884
3 C -4.09847 0.61173 1.80386
4 Cl -5.40813 -0.59314 1.58971
5 C -2.79126 -0.08604 2.15396
6 C -1.82742 -0.70723 1.44644
7 C -1.90963 -0.99275 -0.06184
8 C -0.61183 -1.47717 -0.73689
9 N 0.00191 -2.67100 -0.10432
10 C -0.68375 -0.91500 2.44103
11 O 0.43939 -1.14362 2.26249
12 O -1.04664 -0.39650 3.70641
13 C -2.41353 -0.30599 3.63616
14 O -3.21111 -0.62512 4.41757
15 H -2.00079 1.95086 -0.29383
16 H -2.17512 2.48359 1.44344
17 H -2.89427 3.40006 0.08751
18 H -4.02970 0.86311 -0.35109
19 H -4.83412 2.22310 0.56783
20 H -4.29362 1.32279 2.62550
21 H -2.65857 -1.80616 -0.13492
22 H -2.33123 -0.14518 -0.62363
23 H 0.12051 -0.65829 -0.88139
24 H -0.89705 -1.79066 -1.77232
25 H 0.82401 -2.86282 -0.67860
26 H -0.63059 -3.44036 -0.34244
27 C 1.65626 4.00579 4.09488
28 C 2.81449 4.21099 3.35604
29 C 3.30244 3.20245 2.53448
30 C 2.62562 1.99236 2.44404
31 C 1.46534 1.78903 3.17968
32 C 0.98335 2.79389 4.00845
33 H 1.27699 4.79118 4.73824
34 H 3.33794 5.15779 3.42101
35 H 4.20945 3.36009 1.96331
36 H 3.00231 1.20720 1.79946
37 H 0.93753 0.84899 3.10735
38 H 0.08068 2.63269 4.58652
39 C -2.30874 6.50309 1.87957
40 C -2.45779 7.81510 1.44880
41 C -1.33964 8.61883 1.27022
42 C -0.07116 8.10746 1.51359
43 C 0.07829 6.79446 1.94097
44 C -1.04072 5.99293 2.12808
45 H -3.18191 5.87711 2.02200
46 H -3.44675 8.21184 1.25279
47 H -1.45635 9.64404 0.94047
48 H 0.80141 8.73315 1.36978
49 H 1.06769 6.39493 2.12940
50 H -0.92385 4.96998 2.46695
51 C 4.31329 -4.10183 -4.66375
52 C 4.54088 -4.05599 -3.29445
53 C 3.85074 -3.14509 -2.50562
54 C 2.92505 -2.28534 -3.08566
55 C 2.69508 -2.33371 -4.45467
56 C 3.39202 -3.23901 -5.24446
57 H 4.85405 -4.81038 -5.27923
58 H 5.25717 -4.73062 -2.84169
59 H 4.03238 -3.10498 -1.43822
60 H 2.38261 -1.57750 -2.46917
61 H 1.97235 -1.66481 -4.90645
62 H 3.21654 -3.27318 -6.31281
63 C 0.90562 -5.66361 -3.10994
64 C 0.63481 -6.41118 -4.24825
65 C -0.16960 -7.54047 -4.16240
66 C -0.71111 -7.91642 -2.93910
67 C -0.44308 -7.16617 -1.80158
68 C 0.36896 -6.04261 -1.88735
69 H 1.53594 -4.78388 -3.17461
70 H 1.05194 -6.11368 -5.20298
71 H -0.37571 -8.12766 -5.04910
72 H -1.34230 -8.79430 -2.87314
73 H -0.86655 -7.45776 -0.84782
74 H 0.58430 -5.45922 -0.99964